No. 1
C13H14Si | wB97M-V/def2-TZVPD

Element x y z (Å)
C1 0.138 -3.951 0.939
C2 0.615 -2.887 1.212
C3 2.366 2.760 0.846
C4 1.417 2.026 0.886
C5 -1.963 -0.471 -3.277
C6 -2.526 0.369 -2.333
C7 -0.865 -1.246 -2.938
C8 -1.992 0.434 -1.060
C9 -0.338 -1.186 -1.662
C10 -0.896 -0.347 -0.699
C11 3.448 3.734 0.807
C12 -1.456 0.092 2.397
C13 1.120 -1.561 1.483
Si1 -0.184 -0.237 1.035
H1 -0.223 -4.917 0.751
H2 -2.378 -0.526 -4.272
H3 -3.385 0.973 -2.589
H4 -0.422 -1.901 -3.673
H5 -2.432 1.102 -0.333
H6 0.508 -1.807 -1.408
H7 3.352 4.451 1.624
H8 4.404 3.216 0.908
H9 3.440 4.274 -0.140
H10 -2.010 -0.811 2.645
H11 -0.975 0.449 3.302
H12 -2.173 0.847 2.089
H13 2.036 -1.398 0.914
H14 1.373 -1.482 2.543

Values from the calculation:
**Gap between HOMO and LUMO**: 8.5 eV
**Electronic energy**: -21580.6170 eV
**LUMO**: 0.01 eV
**ΔE to the lowest compared entry with this formula, charge and spin**: 97.3 kcal per mole
**HOMO energy**: -8.5 eV
**Spin multiplicity**: 1

---

No. 2
C4H7NO | wB97M-V/def2-TZVPD

Element x y z (Å)
C1 -1.404 -0.074 0.523
C2 -0.245 -0.843 -0.107
C3 0.353 -0.266 -1.333
N1 1.184 -0.343 -0.162
C4 1.446 0.751 0.644
O1 1.260 1.911 0.366
H1 -1.596 -0.357 1.561
H2 -2.349 -0.214 -0.028
H3 -1.199 1.003 0.487
H4 0.046 -1.831 0.188
H5 0.635 -0.885 -2.180
H6 0.016 0.741 -1.573
H7 1.853 0.407 1.616

Values from the calculation:
**Gap between HOMO and LUMO**: 10.9 eV
**Electronic energy**: -7797.3439 eV
**LUMO**: 1.04 eV
**ΔE to the lowest compared entry with this formula, charge and spin**: 53.1 kcal per mole
**HOMO energy**: -9.9 eV
**Spin multiplicity**: 1
**Structure (SMILES)**: C[C@H]1CN1C=O

---

No. 3
C27H52InP2Si | wB97M-V/def2-TZVPD

Element x y z (Å)
In1 -2.784 -1.384 -1.522
C1 -0.907 3.919 0.375
C2 -1.180 3.220 1.580
C3 0.815 4.331 1.836
C4 0.336 4.591 0.524
C5 -0.119 3.482 2.486
C6 -1.751 3.946 -0.839
H1 -2.806 3.781 -0.585
H2 -1.455 3.171 -1.563
H3 -1.670 4.915 -1.348
C7 1.021 5.397 -0.504
H4 0.294 5.865 -1.180
H5 1.703 4.790 -1.120
H6 1.617 6.192 -0.037
C8 2.075 4.849 2.406
H7 2.268 5.868 2.047
H8 2.940 4.230 2.124
H9 2.019 4.875 3.501
C9 0.001 3.000 3.880
H10 -0.047 3.838 4.594
H11 0.961 2.489 4.049
H12 -0.806 2.302 4.126
C10 -2.389 2.411 1.858
H13 -3.217 3.036 2.231
H14 -2.185 1.650 2.622
H15 -2.746 1.901 0.953
C11 -1.436 -3.900 -2.169
C12 -2.823 -3.298 -2.378
C13 -3.964 -3.942 -1.568
C14 -3.901 -3.528 -0.066
C15 -2.756 -2.530 0.210
C16 -1.339 -3.070 0.187
C17 -1.312 -4.641 0.226
C18 -1.393 -5.147 -1.226
H16 -4.024 -5.031 -1.676
H17 -3.885 -4.414 0.581
H18 -4.907 -3.553 -1.987
H19 -2.236 -5.822 -1.385
H20 -0.975 -4.135 -3.140
H21 -3.056 -3.238 -3.447
H22 -0.494 -5.746 -1.458
H23 -0.385 -4.998 0.703
H24 -0.780 -2.659 1.042
H25 -2.119 -5.047 0.845
H26 -4.836 -3.005 0.180
H27 -2.931 -1.944 1.117
P1 -0.118 -2.913 -1.307
P2 2.186 -1.088 0.671
C19 1.485 -3.568 -0.878
C20 2.158 -2.929 0.364
H28 2.116 -3.441 -1.773
H29 1.387 -4.654 -0.719
H30 1.721 -3.365 1.279
H31 3.217 -3.229 0.348
C21 3.582 -1.020 1.866
H32 3.443 -0.203 2.583
H33 4.539 -0.875 1.346
H34 3.626 -1.974 2.410
C22 0.741 -0.666 1.718
H35 0.514 -1.504 2.396
H36 -0.148 -0.444 1.110
H37 0.961 0.224 2.326
C23 0.208 -1.496 -2.359
H38 0.172 -0.570 -1.780
H39 -0.506 -1.427 -3.196
H40 1.215 -1.607 -2.787
C24 -3.512 0.583 -1.971
H41 -2.746 1.324 -1.700
H42 -4.433 0.805 -1.414
H43 -3.721 0.663 -3.047
C25 1.527 1.684 -1.711
Si1 2.775 0.741 -0.659
C26 4.120 -0.058 -1.696
C27 3.405 2.012 0.586
H44 0.620 1.137 -1.984
H45 1.206 2.602 -1.198
H46 2.026 1.978 -2.648
H47 4.710 0.745 -2.161
H48 4.801 -0.683 -1.102
H49 3.690 -0.677 -2.495
H50 4.344 1.699 1.062
H51 3.587 2.960 0.058
H52 2.668 2.212 1.377

Values from the calculation:
**Gap between HOMO and LUMO**: 3.1 eV
**Net charge**: +1
**Electronic energy**: -60459.9668 eV
**LUMO**: -3.60 eV
**ΔE to the lowest compared entry with this formula, charge and spin**: 0.0 kcal per mole
**HOMO energy**: -6.7 eV
**Spin multiplicity**: 1

---

No. 4
C2H5Cl3OSi | wB97M-V/def2-TZVPD

Element x y z (Å)
C1 -1.254 -0.746 0.176
C2 -0.263 0.319 -0.294
O1 -0.500 1.629 0.526
Si1 1.593 -0.080 -0.056
Cl1 2.708 1.535 -0.465
Cl2 1.939 -0.749 1.803
Cl3 2.004 -1.558 -1.389
H1 -1.926 -1.037 -0.628
H2 -1.848 -0.351 0.995
H3 -0.746 -1.636 0.538
H4 -0.461 0.597 -1.330
H5 -1.248 2.078 0.122

Values from the calculation:
**Gap between HOMO and LUMO**: 11.3 eV
**Electronic energy**: -49651.6262 eV
**LUMO**: 0.55 eV
**ΔE to the lowest compared entry with this formula, charge and spin**: 28.6 kcal per mole
**HOMO energy**: -10.7 eV
**Spin multiplicity**: 1
**Structure (SMILES)**: C[C@@H](O)[Si](Cl)(Cl)Cl

---

Among the records above, which one has the highest gap between HOMO and LUMO?
C2H5Cl3OSi

---

Which value of HOMO energy does entry 1 give?
-8.5 eV